(1)
99
Properties=species:S:1:pos:R:3:forces:R:3:lowdin_charge:R:1 method="wB97M-V/def2-TZVPD" gap_ev=6.89 molar_mass_g_mol=967.267 total_charge=+2
Pb -0.55036 -0.35764 -0.20578 0.188 -0.235 0.085 1.510
O 0.76848 -2.33918 -6.82855 0.119 0.180 0.079 0.072
C 0.81439 -2.48269 -5.62235 -0.310 -0.442 -0.119 -0.683
O 1.53644 -3.15616 -4.83950 0.219 0.061 -0.070 -0.013
C -0.19418 -1.79476 -4.70323 -0.075 0.310 0.041 -0.037
C -1.01517 -2.59534 -3.89998 0.050 -0.067 -0.008 0.057
C -1.46991 -2.08059 -2.71425 -0.084 -0.111 0.312 -0.215
N -1.25971 -0.79912 -2.37534 -0.083 -0.047 -0.033 0.021
C -0.68988 0.03679 -3.25343 -0.020 -0.136 -0.003 -0.215
C -0.14838 -0.42142 -4.43583 0.014 -0.061 -0.022 0.092
C -0.62835 1.43919 -2.77575 -0.054 0.103 -0.087 -0.217
C -0.63192 2.52483 -3.63031 0.004 -0.021 0.016 0.034
C -0.63081 3.80383 -3.08660 -0.001 -0.010 -0.004 0.004
C -0.61860 3.96115 -1.71113 0.034 0.001 0.032 -0.014
C -0.59794 2.83346 -0.90826 0.074 0.014 0.027 -0.102
N -0.60655 1.60618 -1.44106 -0.124 0.113 0.153 -0.005
C -2.06359 -2.92617 -1.63418 0.192 0.098 -0.087 -0.213
C -2.91611 -3.99040 -1.88935 -0.004 0.007 0.007 0.026
C -3.41996 -4.71169 -0.81741 0.012 0.023 0.016 -0.009
C -3.05666 -4.35558 0.47622 -0.003 0.004 -0.054 -0.018
C -2.19328 -3.28846 0.64799 0.005 -0.074 0.045 -0.115
N -1.70039 -2.59811 -0.38428 -0.017 0.052 -0.145 0.007
H -1.13070 -3.64607 -4.13389 0.017 0.010 0.003 0.146
H 0.39612 0.23722 -5.10016 -0.004 -0.005 -0.010 0.145
H -0.65893 2.36904 -4.69963 -0.004 0.004 -0.005 0.133
H -0.64353 4.66797 -3.73747 0.000 -0.002 0.000 0.130
H -0.60560 4.93771 -1.25014 0.003 0.010 0.005 0.112
H -0.53598 2.90667 0.17374 -0.022 -0.015 0.012 0.063
H -3.19639 -4.22658 -2.90686 -0.009 -0.005 0.005 0.133
H -4.10095 -5.53492 -0.98821 0.006 -0.001 0.000 0.128
H -3.44008 -4.88818 1.33486 0.006 0.001 0.000 0.122
H -1.88003 -2.96450 1.63634 -0.014 -0.008 -0.024 0.115
C 3.24298 4.31046 1.13740 0.014 -0.002 0.013 -0.521
C 3.22345 2.88655 0.59449 0.005 0.002 -0.075 -0.516
S 1.98298 1.75176 1.26567 -0.033 -0.125 0.139 0.828
C 2.19401 1.86875 3.06356 0.085 0.036 0.032 -0.475
C 0.96547 2.31123 3.89078 0.000 0.023 0.051 -0.492
S -0.39741 3.14373 3.05111 -0.060 0.016 -0.032 0.866
C -0.03671 4.89183 3.33930 -0.038 -0.001 0.060 -0.524
C 1.32619 5.38768 2.89117 0.032 0.037 0.021 -0.518
S 1.65738 5.18651 1.11648 -0.004 -0.015 -0.032 0.874
H 3.95187 4.88633 0.54108 -0.002 -0.014 -0.016 0.081
H 3.62438 4.33307 2.15722 -0.008 0.003 -0.005 0.067
H 4.21846 2.45116 0.70425 -0.001 -0.016 0.008 0.085
H 2.99832 2.90093 -0.47477 -0.005 -0.004 0.009 0.066
H 3.04341 2.52425 3.25325 -0.030 0.040 -0.073 0.073
H 2.49747 0.87975 3.40615 0.025 0.021 0.033 0.066
H 1.28699 2.95880 4.70846 0.027 -0.046 0.015 0.086
H 0.52471 1.43262 4.36249 -0.061 0.020 -0.072 0.051
H -0.15664 5.10758 4.40314 -0.006 0.000 -0.009 0.086
H -0.83200 5.42667 2.81624 -0.004 -0.026 -0.010 0.076
H 2.11676 4.88086 3.44453 -0.009 -0.016 -0.017 0.066
H 1.40346 6.44794 3.13487 0.005 -0.005 -0.007 0.083
N -3.15707 -0.06673 -0.23311 0.023 0.070 -0.014 0.051
C -3.53925 1.07762 0.54026 0.021 -0.135 -0.086 -0.265
C -4.30915 2.07737 -0.03330 -0.035 0.047 0.053 -0.023
C -4.71358 3.16382 0.72651 -0.008 -0.022 -0.045 -0.054
C -4.35991 3.23092 2.06471 0.019 0.019 0.024 -0.053
C -3.57088 2.23836 2.62119 0.053 0.018 -0.014 -0.060
C -3.12004 1.15249 1.86751 -0.021 0.062 0.000 -0.153
C -2.18849 0.17930 2.51248 0.119 0.112 -0.066 -0.203
C -2.41896 -0.17260 3.84422 0.056 -0.018 0.028 -0.009
C -1.49858 -0.90506 4.58179 -0.066 0.016 0.018 -0.041
C -0.29967 -1.29774 4.01261 0.040 -0.039 0.006 -0.070
C -0.05683 -0.99618 2.67804 0.081 0.007 -0.113 -0.159
C -0.99261 -0.28669 1.93808 -0.353 0.006 -0.095 -0.250
H -3.47525 0.01238 -1.19312 -0.013 0.028 0.005 0.099
H -3.56597 -0.91234 0.15428 0.044 0.010 0.028 0.106
H -4.62354 1.98593 -1.06687 0.004 -0.007 -0.003 0.119
H -5.32307 3.93726 0.27916 0.002 0.004 0.004 0.116
H -4.68585 4.06215 2.67501 -0.002 -0.005 -0.003 0.117
H -3.25137 2.33356 3.64893 -0.004 -0.009 0.022 0.102
H -3.33945 0.14688 4.31493 -0.006 0.016 -0.001 0.129
H -1.71840 -1.15679 5.61081 -0.002 0.012 0.001 0.122
H 0.43366 -1.84026 4.59494 0.004 -0.011 -0.022 0.118
H 0.88080 -1.29910 2.21895 0.009 -0.023 0.018 0.092
C 3.30765 -5.10814 -0.80603 -0.063 -0.009 -0.038 0.019
N 1.95188 -4.47794 -0.85838 0.046 -0.032 0.044 -0.154
C 1.60938 -4.11901 -2.27425 0.024 -0.029 -0.077 0.012
C 1.73599 -3.32016 0.11236 0.014 -0.088 0.069 -0.075
C 2.31465 -2.03986 -0.40748 0.049 0.067 -0.016 -0.261
C 3.70391 -1.98293 -0.54719 0.001 0.036 0.031 -0.036
C 4.32435 -0.95832 -1.23824 -0.018 0.015 -0.009 -0.027
C 3.54501 0.04372 -1.78903 0.032 -0.031 0.008 -0.045
C 2.17997 0.05628 -1.55062 -0.054 0.176 -0.016 -0.156
C 1.53693 -0.96244 -0.85287 0.041 0.101 -0.015 -0.201
H 3.26602 -6.03044 -1.38027 0.003 -0.004 0.011 0.116
H 3.57284 -5.31942 0.22669 0.014 0.007 0.010 0.111
H 4.02366 -4.43554 -1.26616 -0.021 -0.065 -0.003 0.097
H 1.29713 -5.19911 -0.55714 -0.013 0.004 -0.040 0.178
H 2.33864 -3.42167 -2.67931 -0.059 -0.076 0.083 0.102
H 0.62973 -3.65721 -2.28253 -0.043 0.022 -0.026 0.077
H 1.61151 -5.02613 -2.87344 0.000 0.045 -0.013 0.121
H 2.18072 -3.63640 1.05710 0.003 0.018 -0.008 0.141
H 0.65711 -3.24923 0.23345 -0.033 0.020 0.026 0.098
H 4.31373 -2.76337 -0.10879 -0.013 0.065 0.014 0.115
H 5.39961 -0.95018 -1.35192 0.005 0.003 0.001 0.124
H 3.99919 0.83887 -2.36526 0.003 0.006 0.000 0.124
H 1.62680 0.91909 -1.90176 0.066 -0.090 0.017 0.085

(2)
103
Properties=species:S:1:pos:R:3:forces:R:3:lowdin_charge:R:1 method="wB97M-V/def2-TZVPD" gap_ev=9.86 molar_mass_g_mol=887.615 smiles=c1ccncc1.c1ccncc1.c1ccncc1.c1ccncc1.c1ccncc1.c1ccncc1.c1ccncc1.c1ccncc1.ClCCl.ClCCl.ClCCl
C -1.12963 -7.27680 -0.30283 0.407 -0.511 -0.119 -0.085
C -0.58376 -6.09273 -0.77423 0.208 0.129 0.487 -0.066
C -1.14712 -4.91526 -0.31720 -0.688 0.492 0.418 -0.188
N -2.22076 -4.85109 0.48955 0.235 -0.558 0.124 0.069
C -2.72050 -6.01418 0.91941 -0.128 0.145 -0.259 -0.144
C -2.20749 -7.24874 0.55154 -0.405 0.235 -0.233 -0.078
H -0.71723 -8.25326 -0.53321 0.127 0.169 -0.339 0.109
H 0.31272 -6.04717 -1.37668 -0.081 -0.136 -0.151 0.097
H -0.75276 -3.93236 -0.54709 0.236 -0.163 -0.373 0.028
H -3.58981 -5.98041 1.56485 -0.018 0.207 0.056 0.104
H -2.70289 -8.16920 0.82852 0.113 0.044 0.332 0.104
C 2.44000 5.14440 -1.04372 -0.263 0.347 -0.497 -0.067
C 2.45216 3.86843 -1.60157 -0.559 0.466 1.105 -0.092
C 2.09581 3.73473 -2.92390 0.181 0.170 -0.435 -0.168
N 1.86910 4.77715 -3.73520 -0.120 -0.443 -0.047 0.056
C 1.88919 6.00055 -3.21843 0.329 -0.551 0.262 -0.152
C 2.10893 6.21937 -1.85724 0.690 0.274 -0.223 -0.071
H 2.66715 5.33933 -0.00359 0.045 -0.260 0.044 0.093
H 2.57976 3.03891 -0.91893 0.279 -0.247 -0.373 0.059
H 2.03769 2.75334 -3.37946 -0.055 -0.034 -0.049 0.091
H 1.80915 6.78408 -3.96204 -0.255 0.293 0.291 0.102
H 2.19271 7.22394 -1.46183 -0.267 0.045 -0.058 0.100
C 0.39345 -4.20032 3.32672 -0.033 -0.310 0.068 -0.080
C 0.02279 -4.40400 4.64933 -0.130 -0.108 -0.423 -0.066
C -0.17612 -5.72146 5.08740 0.428 0.818 0.148 -0.163
N 0.05881 -6.78770 4.34121 0.585 -0.149 -0.470 0.056
C 0.54717 -6.57316 3.10556 -0.938 0.181 0.305 -0.138
C 0.66499 -5.31093 2.54764 0.017 -0.319 -0.189 -0.075
H 0.45178 -3.22544 2.86058 0.027 0.101 0.192 0.048
H -0.15626 -3.54669 5.28450 -0.117 -0.156 0.222 0.092
H -0.48091 -5.89647 6.11236 -0.189 -0.082 -0.017 0.099
H 0.72542 -7.44535 2.49195 0.118 -0.145 0.076 0.101
H 0.90691 -5.22838 1.49707 0.273 0.127 0.087 0.078
C -2.80940 3.87721 -3.25308 0.306 0.549 -0.376 -0.087
C -1.76077 4.02090 -4.15630 0.151 -0.450 0.178 -0.069
C -0.96369 2.91287 -4.40455 -0.067 -0.077 0.101 -0.160
N -1.12275 1.73385 -3.79506 0.181 0.109 0.013 0.062
C -2.06768 1.64456 -2.85885 -0.445 0.236 -0.572 -0.150
C -2.95564 2.68476 -2.57536 0.301 -0.345 0.299 -0.071
H -3.46904 4.72244 -3.10051 -0.082 -0.093 0.259 0.109
H -1.49685 4.95359 -4.63485 -0.310 0.059 -0.086 0.103
H -0.16971 2.98335 -5.13785 0.099 -0.052 0.044 0.101
H -2.18566 0.66800 -2.40377 0.052 0.030 0.249 0.083
H -3.67832 2.57197 -1.77842 -0.217 -0.093 -0.158 0.092
C 3.44582 -2.25413 -1.78084 0.410 0.334 -0.733 -0.117
C 3.22205 -3.55579 -2.19176 0.318 -0.411 0.187 -0.092
C 3.13747 -4.53342 -1.21430 -0.042 0.311 0.801 -0.150
N 3.27286 -4.25784 0.09253 0.138 0.189 0.219 0.057
C 3.51869 -2.99933 0.46288 -0.322 0.084 -0.639 -0.195
C 3.58969 -1.94734 -0.44961 -0.047 -0.460 0.429 -0.138
H 3.58530 -1.50156 -2.54896 -0.239 0.145 0.114 0.102
H 3.19827 -3.79198 -3.24457 -0.204 -0.102 0.014 0.074
H 2.95083 -5.58445 -1.39459 0.014 0.010 -0.447 0.097
H 3.59785 -2.77297 1.51791 0.056 -0.291 0.144 0.073
H 3.68749 -0.92849 -0.10098 0.204 0.012 -0.051 0.081
C -1.94142 5.51052 0.66481 0.588 0.470 0.568 -0.071
C -2.09285 4.86598 1.87809 -0.304 -0.691 -0.739 -0.058
C -1.76880 3.50240 1.90331 0.213 0.362 0.400 -0.156
N -1.15305 2.84993 0.91075 -0.138 0.759 -0.219 0.061
C -0.87732 3.56799 -0.20018 0.176 -0.622 0.648 -0.149
C -1.28738 4.86862 -0.37135 -0.073 0.612 -0.206 -0.070
H -2.18381 6.56582 0.61567 -0.125 -0.058 -0.281 0.109
H -2.50916 5.41733 2.70825 -0.051 -0.349 0.226 0.103
H -1.95584 2.93830 2.80982 -0.015 -0.155 -0.016 0.091
H -0.24185 3.07593 -0.92706 -0.225 -0.053 -0.205 0.081
H -1.05927 5.43517 -1.26478 0.059 -0.268 -0.142 0.105
C 2.13393 3.60334 2.26228 -0.300 0.033 -0.286 -0.102
C 2.27211 4.86927 2.82254 0.089 -0.332 0.277 -0.069
C 3.56032 5.31096 3.08014 0.161 -0.503 0.190 -0.156
N 4.65511 4.61257 2.75705 0.136 -0.014 0.439 0.049
C 4.52269 3.37971 2.26458 -0.774 1.385 -0.772 -0.130
C 3.25377 2.85578 1.99293 1.042 -0.365 -0.182 -0.110
H 1.18656 3.17647 1.95454 -0.208 0.249 0.294 0.070
H 1.41685 5.45896 3.12256 -0.040 0.060 -0.164 0.101
H 3.74068 6.22921 3.62492 -0.040 0.215 -0.238 0.101
H 5.45089 2.97252 1.88676 -0.059 -0.602 0.298 0.105
H 3.16789 1.88411 1.52561 -0.038 -0.027 0.034 0.056
C -4.19951 -1.92768 -0.64316 0.204 0.486 0.464 -0.074
C -3.32783 -0.91140 -0.25034 -0.113 -0.878 0.024 -0.091
C -3.84268 0.33292 0.03931 -0.343 0.591 -1.024 -0.159
N -5.12045 0.66141 -0.22823 0.177 -0.090 0.418 0.050
C -5.94387 -0.30104 -0.63155 0.295 -0.052 0.486 -0.156
C -5.54255 -1.62512 -0.78080 0.013 -0.222 -0.543 -0.066
H -3.74985 -2.90771 -0.73822 -0.429 -0.190 -0.244 0.084
H -2.29058 -1.22144 -0.19843 0.134 0.542 0.371 0.056
H -3.23026 1.17501 0.33965 0.221 -0.147 0.214 0.082
H -6.97596 -0.00284 -0.76958 -0.034 -0.060 -0.179 0.101
H -6.25579 -2.37717 -1.09268 -0.035 -0.003 0.096 0.100
Cl 0.54895 -1.65842 0.51189 -0.224 0.066 0.005 0.597
C 0.47229 0.08862 0.19439 -0.250 -0.292 0.358 -0.970
Cl 1.29498 0.52778 -1.30582 -0.145 0.058 0.033 0.616
H -0.57904 0.34897 0.15850 0.063 0.199 -0.263 -0.004
H 0.93400 0.59593 1.03347 0.122 0.033 -0.116 -0.048
Cl 0.15582 0.79124 3.70951 -0.242 0.259 0.289 0.550
C 1.25375 -0.53393 4.12913 -0.061 0.469 -0.910 -0.920
Cl 2.67299 -0.40798 3.03285 -0.179 -0.465 0.671 0.549
H 1.56497 -0.44604 5.16123 0.100 -0.035 -0.033 0.036
H 0.67725 -1.42175 3.90461 0.417 -0.271 0.116 -0.014
Cl 1.09860 -2.48411 -4.73954 -0.112 -0.067 0.003 0.531
C -0.22942 -1.49646 -4.08867 0.107 0.242 -0.672 -1.020
Cl -1.16349 -2.33405 -2.84826 0.190 0.210 0.008 0.561
H 0.21395 -0.56515 -3.75792 -0.190 -0.093 0.528 -0.031
H -0.89353 -1.25979 -4.91270 -0.065 -0.163 0.028 0.024

no.,LUMO energy (eV)
1,-5.681
2,0.432